One molecule with the formula C3H6ClN3O5 in a non-equilibrium geometry. Source: OMol25; level of theory: ωB97M-V/def2-TZVPD.

LUMO energy   0.0133 hartree
E   -1118.41278 a.u.
HOMO level   -9.7 eV
Energy above the lowest of the compared OMol25 structures with the same formula, charge and spin   0.000 eV

Structure (ORCA input):
```
! wB97M-V def2-TZVPD RIJCOSX def2/J DEFGRID3
* xyz 0 1
C -3.3865 0.1902 -0.2209
O -2.1411 0.1452 0.4760
C -1.1540 -0.4989 -0.1039
O -1.1617 -1.0670 -1.1577
O -0.0633 -0.4029 0.7099
N 1.1309 -1.0442 0.3031
O 0.9648 -2.3527 -0.0242
C 2.3029 -0.4212 -0.1462
O 3.1768 -1.0794 -0.6371
N 2.3515 0.9450 0.0033
N 1.4583 1.6423 0.7344
Cl 4.0611 1.5358 0.0177
H -3.6669 1.2382 -0.3187
H -4.1292 -0.3427 0.3710
H -3.2870 -0.2720 -1.2034
H 0.5900 -2.4345 -0.9229
H 1.3387 2.5840 0.3805
H 1.6146 1.6349 1.7390
*
```

A 11-piece molecular cluster, C27H52Cl20NO3PS overall in a non-equilibrium geometry. Source: OMol25; level of theory: ωB97M-V/def2-TZVPD.

LUMO energy   0.0045 hartree
E   -11283.87963 a.u.
HOMO level   -8.4 eV

Structure (ORCA input):
```
! wB97M-V def2-TZVPD RIJCOSX def2/J DEFGRID3
* xyz 0 1
O -1.7346 -0.9586 -1.0366
C -1.2834 -0.0772 -1.6185
O -2.1422 0.6410 -2.4127
C 0.1989 0.2972 -1.4927
C 0.5186 1.8041 -1.6669
C 1.4798 2.3933 -0.5738
C 0.8407 3.7381 -0.0971
C 1.3166 4.6413 -1.2657
P 0.8300 6.4261 -1.2234
S 0.0789 6.9677 0.4890
C 2.8052 4.2938 -1.1601
O 3.7207 4.9906 -1.1015
N 2.7856 2.8623 -1.0785
H -1.6514 1.1254 -3.0915
H 0.6979 -0.2471 -2.2980
H 0.5670 -0.0158 -0.5249
H -0.4179 2.3579 -1.6311
H 0.9848 2.0353 -2.6269
H 1.6630 1.6359 0.1860
H -0.2050 3.7648 0.1627
H 1.5146 4.0303 0.6969
H 0.9906 4.3344 -2.2652
H 1.9135 7.2457 -1.6171
H -0.1286 6.5911 -2.2549
H 2.9957 2.4778 -1.9953
Cl 0.5368 4.6794 2.8607
C 0.9293 3.3050 3.9272
C -0.1907 2.2988 3.9900
Cl -1.6220 2.9412 4.8410
H 1.1662 3.6945 4.9147
H 1.8250 2.8357 3.5196
H 0.1361 1.4186 4.5415
H -0.5050 1.9831 2.9992
Cl -5.5890 9.1447 -0.1792
C -4.0727 8.7927 0.6922
C -2.8901 9.5100 0.0938
Cl -2.4658 8.8801 -1.5149
H -3.9253 7.7153 0.6906
H -4.2160 9.1192 1.7213
H -2.0149 9.3664 0.7274
H -3.0757 10.5775 -0.0020
Cl 1.6887 -1.0488 5.1736
C 0.5709 -2.1404 4.3140
C 0.7846 -2.1094 2.8235
Cl 0.3041 -0.5462 2.1123
H -0.4458 -1.8580 4.5787
H 0.7546 -3.1453 4.6905
H 0.1732 -2.8758 2.3474
H 1.8242 -2.2897 2.5637
Cl 0.0051 1.2258 -5.2879
C 0.1868 -0.3111 -6.1787
C 1.1984 -1.2293 -5.5415
Cl 2.8637 -0.6054 -5.6714
H 0.4513 -0.0663 -7.2061
H -0.7902 -0.7933 -6.1816
H 1.1824 -2.1955 -6.0438
H 0.9836 -1.3868 -4.4865
Cl 0.9202 -3.7650 7.9394
C -0.8345 -4.0841 7.9668
C -1.2020 -5.3192 7.1819
Cl -0.9621 -5.1061 5.4257
H -1.3435 -3.2009 7.5864
H -1.1123 -4.2151 9.0088
H -2.2552 -5.5479 7.3282
H -0.6182 -6.1787 7.4945
Cl -1.0496 -8.6011 6.4629
C -1.6484 -8.9763 4.8280
C -0.8062 -10.0192 4.1377
Cl 0.8201 -9.4117 3.7364
H -1.6788 -8.0475 4.2620
H -2.6679 -9.3431 4.9410
H -1.2775 -10.3076 3.1990
H -0.6900 -10.9088 4.7524
Cl 2.7181 3.2303 -6.0063
C 3.2307 2.4202 -7.5067
C 3.7886 3.3867 -8.5195
Cl 2.5312 4.4698 -9.1752
H 2.3763 1.8770 -7.9025
H 3.9946 1.6963 -7.2286
H 4.2025 2.8350 -9.3629
H 4.5754 4.0041 -8.0927
Cl -1.0170 -0.3674 -11.7538
C -0.4919 1.0579 -10.8236
C 1.0012 1.0847 -10.6183
Cl 1.5551 -0.2190 -9.5274
H -1.0249 1.0564 -9.8752
H -0.7980 1.9373 -11.3882
H 1.2917 2.0296 -10.1582
H 1.5367 0.9817 -11.5590
Cl 3.4618 -0.5623 0.0053
C 3.5603 -2.0393 -0.9894
C 2.7857 -3.1897 -0.3978
Cl 3.5313 -3.7976 1.1030
H 4.6109 -2.2915 -1.1131
H 3.1508 -1.7857 -1.9672
H 2.7706 -4.0217 -1.1006
H 1.7576 -2.9071 -0.1761
Cl -3.5171 -4.8533 9.6684
C -5.2705 -5.1701 9.6721
C -5.6180 -6.4040 8.8785
Cl -5.3377 -6.1770 7.1325
H -5.7726 -4.2880 9.2821
H -5.5690 -5.3035 10.7110
H -6.6745 -6.6364 9.0042
H -5.0352 -7.2633 9.2026
*
```

An isolated ion of composition C6H13N2OS and charge +1 in a non-equilibrium geometry. Source: OMol25; level of theory: ωB97M-V/def2-TZVPD.

LUMO energy   -0.1440 hartree
E   -819.02178 a.u.
HOMO level   -12.6 eV
Energy above the lowest of the compared OMol25 structures with the same formula, charge and spin   2.735 eV

Structure (ORCA input):
```
! wB97M-V def2-TZVPD RIJCOSX def2/J DEFGRID3
* xyz 1 1
C -2.8774 -1.0070 0.0649
C -2.0840 0.2779 0.1484
C 0.2241 -1.7344 -0.6983
C 1.1299 -1.3069 0.4554
C 2.8335 1.0390 0.2868
C -0.8826 0.3569 -0.4203
N -0.1228 1.5862 -0.4418
N 2.0991 2.0052 0.6844
O -0.3191 -0.5760 -1.2781
S 2.6620 -0.5502 -0.2169
H -2.8764 -1.3596 1.0369
H -3.9054 -0.9332 -0.1885
H -2.4277 0.9848 0.8952
H 0.7411 -2.4109 -1.4773
H -0.6231 -2.5087 -0.4064
H 0.4972 -0.5908 1.0828
H 1.3836 -2.1422 1.1746
H 3.9528 1.2911 0.3464
H -0.7640 2.3670 -0.2541
H -0.0155 1.8809 -1.3403
H 1.0258 2.0101 0.3866
H -2.2569 -1.6618 -0.5518
H 2.6059 2.9826 0.7113
*
```